Entry 1:
{"formula": "C3BrClO", "method": "ωB97M-V/def2-TZVPD", "symbols": ["C", "C", "C", "O", "Cl", "Br"], "positions_angstrom": [[0.808, 0.112, -0.764], [1.464, 0.950, -0.179], [-1.306, -1.042, -0.002], [-1.588, -2.005, -0.584], [2.634, 2.053, 0.173], [-2.013, -0.068, 1.357]], "homo_ha": -0.342, "max_force_ev_per_a": 3.88, "energy_ev": -87716.9221, "de_lowest_kcal_mol": 61.5, "total_charge": 0}

Entry 2:
{"formula": "C6H9N", "method": "ωB97M-V/def2-TZVPD", "symbols": ["C", "C", "C", "N", "C", "C", "C", "H", "H", "H", "H", "H", "H", "H", "H", "H"], "positions_angstrom": [[-0.564, -2.033, -1.516], [-0.104, -1.015, -0.551], [1.156, -0.900, 0.013], [1.205, 0.248, 0.753], [-0.013, 0.882, 0.721], [-0.825, 0.112, -0.090], [-0.181, 2.251, 1.209], [-1.191, -2.770, -0.983], [-1.215, -1.599, -2.275], [0.160, -2.698, -1.961], [2.056, -1.431, -0.255], [2.010, 0.679, 1.187], [-1.875, 0.252, -0.284], [0.186, 2.380, 2.232], [0.383, 2.985, 0.609], [-1.189, 2.657, 1.190]], "homo_ha": -0.284, "max_force_ev_per_a": 1.92, "energy_ev": -7857.8124, "de_lowest_kcal_mol": 8.0, "total_charge": 0, "smiles": "Cc1c[nH]c(C)c1"}

Entry 3:
{"formula": "C2H3BrFNO2", "method": "ωB97M-V/def2-TZVPD", "symbols": ["C", "C", "N", "O", "O", "F", "Br", "H", "H", "H"], "positions_angstrom": [[0.722, -1.074, 0.370], [0.024, 0.422, -1.700], [-0.336, -1.881, -0.029], [-1.454, -1.625, 0.393], [-0.179, -2.761, -0.850], [0.629, 1.564, -1.356], [0.989, -0.560, -2.852], [1.649, -1.474, -0.041], [0.644, -0.702, 1.487], [-1.030, 0.338, -1.637]], "homo_ha": [-0.330, -0.366], "max_force_ev_per_a": 2.98, "energy_ev": -80460.7821, "de_lowest_kcal_mol": 82.4, "total_charge": 0}

Entry 4:
{"formula": "C2O4Tl", "method": "ωB97M-V/def2-TZVPD", "symbols": ["C", "O", "O", "Tl", "O", "O", "C"], "positions_angstrom": [[1.027, -0.623, 0.990], [2.204, -0.982, 1.135], [0.583, 0.519, 0.799], [2.752, 1.243, 0.933], [-1.439, -0.326, -2.127], [-2.934, 0.202, -0.435], [-2.193, -0.032, -1.295]], "homo_ha": [-0.284, -0.411], "max_force_ev_per_a": 2.42, "energy_ev": -14956.8738, "total_charge": 0, "spin_multiplicity": 2}

Entry 5:
{"formula": "C21H30ClN3O2", "method": "ωB97M-V/def2-TZVPD", "symbols": ["C", "C", "C", "C", "C", "C", "C", "O", "N", "C", "C", "C", "C", "N", "C", "O", "C", "C", "C", "N", "C", "C", "C", "C", "C", "Cl", "C", "H", "H", "H", "H", "H", "H", "H", "H", "H", "H", "H", "H", "H", "H", "H", "H", "H", "H", "H", "H", "H", "H", "H", "H", "H", "H", "H", "H", "H", "H"], "positions_angstrom": [[-2.870, -2.722, -0.718], [-1.950, -2.572, 0.464], [-0.865, -3.428, 0.640], [-0.014, -3.279, 1.720], [-0.200, -2.278, 2.676], [0.820, -2.045, 3.755], [1.848, -0.961, 3.426], [2.619, -0.543, 4.273], [1.836, -0.554, 2.141], [2.691, 0.487, 1.629], [2.008, 1.860, 1.455], [1.241, 2.233, 2.725], [3.097, 2.895, 1.159], [1.076, 1.894, 0.307], [0.333, 0.909, -0.248], [0.375, -0.263, 0.102], [-0.603, 1.380, -1.369], [0.131, 1.987, -2.586], [0.590, 0.913, -3.586], [-0.428, -0.108, -3.874], [-1.713, 0.504, -4.254], [-2.496, 0.765, -2.933], [-1.546, 0.253, -1.835], [-0.755, -0.800, -2.623], [-1.295, -1.437, 2.485], [-1.570, -0.110, 3.584], [-2.159, -1.577, 1.410], [-2.301, -2.859, -1.638], [-3.519, -3.591, -0.601], [-3.506, -1.845, -0.836], [-0.674, -4.207, -0.088], [0.837, -3.941, 1.827], [0.361, -1.759, 4.700], [1.388, -2.960, 3.937], [1.123, -0.878, 1.502], [3.496, 0.624, 2.354], [3.131, 0.174, 0.679], [1.897, 2.170, 3.594], [0.851, 3.249, 2.648], [0.404, 1.551, 2.883], [3.774, 2.983, 2.009], [3.675, 2.610, 0.279], [2.657, 3.879, 0.983], [0.910, 2.818, -0.057], [-1.214, 2.173, -0.925], [-0.553, 2.673, -3.088], [0.991, 2.581, -2.272], [0.882, 1.393, -4.522], [1.473, 0.392, -3.206], [-1.537, 1.414, -4.830], [-2.262, -0.187, -4.893], [-2.762, 1.815, -2.803], [-3.423, 0.191, -2.923], [-2.073, -0.168, -0.977], [-1.387, -1.664, -2.844], [0.143, -1.148, -2.119], [-2.984, -0.885, 1.303]], "homo_ha": -0.318, "max_force_ev_per_a": 0.71, "energy_ev": -43353.6586, "de_lowest_kcal_mol": 8.8, "total_charge": 0, "smiles": "Cc1ccc(CC(=O)NCC(C)(C)NC(=O)[C@H]2CCN3CC[C@H]2C3)c(Cl)c1"}

Entry 6:
{"formula": "C8H19Cl3I2NOPtSbSi", "method": "ωB97M-V/def2-TZVPD", "symbols": ["Pt", "I", "N", "C", "O", "C", "I", "H", "H", "H", "H", "C", "C", "Sb", "C", "C", "C", "C", "H", "H", "H", "H", "H", "H", "H", "H", "H", "H", "H", "H", "H", "H", "H", "Cl", "Si", "Cl", "Cl"], "positions_angstrom": [[-1.819, 1.399, 0.686], [-2.702, 1.299, -1.648], [-0.060, 1.655, 4.575], [-0.117, 1.494, 3.267], [-1.153, 1.142, 2.690], [1.152, 1.686, 2.468], [1.815, -0.299, 1.950], [-0.906, 1.533, 5.118], [0.790, 1.888, 5.063], [1.997, 2.140, 2.977], [0.929, 2.133, 1.502], [1.933, -3.408, -0.346], [1.980, -2.041, -1.019], [0.382, -0.710, -0.486], [1.061, 0.957, -1.676], [0.864, 0.631, -3.148], [-1.280, -2.096, -0.767], [-1.296, -2.318, -2.265], [2.820, -3.980, -0.615], [1.069, -3.992, -0.663], [1.918, -3.345, 0.746], [1.897, -2.124, -2.104], [2.904, -1.503, -0.804], [2.111, 1.051, -1.391], [0.495, 1.829, -1.358], [1.458, -0.218, -3.481], [1.194, 1.505, -3.715], [-0.186, 0.477, -3.394], [-2.168, -1.610, -0.374], [-1.011, -2.963, -0.166], [-1.601, -1.424, -2.809], [-2.063, -3.079, -2.444], [-0.361, -2.712, -2.663], [-1.583, 4.238, 2.755], [-2.808, 3.347, 1.379], [-4.519, 2.742, 2.251], [-3.134, 4.676, -0.092]], "homo_ha": -0.533, "max_force_ev_per_a": 1.10, "energy_ev": -83560.2231, "de_lowest_kcal_mol": 42.7, "total_charge": 2}

Entry 7:
{"formula": "C23H22BiBrN2O3SeSi", "method": "ωB97M-V/def2-TZVPD", "symbols": ["Bi", "C", "Si", "C", "C", "N", "C", "C", "C", "C", "C", "C", "O", "C", "C", "C", "C", "C", "C", "H", "H", "H", "H", "H", "H", "H", "H", "H", "H", "H", "H", "H", "H", "H", "H", "H", "H", "Se", "C", "N", "Br", "C", "C", "C", "C", "C", "C", "C", "O", "O", "H", "H", "H", "H"], "positions_angstrom": [[1.434, 0.195, -2.627], [4.253, -1.079, -0.680], [3.163, -0.022, 0.337], [4.044, 1.289, 1.163], [2.214, -1.221, 1.311], [2.229, 0.802, -0.830], [1.380, 2.081, -0.643], [2.024, 3.402, -0.344], [1.788, 4.024, 0.821], [0.789, 3.539, 1.813], [-0.143, 2.404, 1.489], [0.060, 1.908, 0.100], [-1.767, 2.396, -1.538], [-2.893, 1.881, -0.855], [-2.965, 0.524, -0.563], [-4.153, 0.063, 0.005], [-5.194, 0.939, 0.237], [-5.024, 2.296, 0.082], [-3.851, 2.783, -0.545], [5.001, -1.682, -0.114], [4.803, -0.504, -1.451], [3.702, -1.756, -1.343], [4.880, 1.078, 1.730], [3.354, 1.873, 1.836], [4.420, 1.979, 0.395], [2.616, -1.849, 2.096], [1.616, -1.844, 0.628], [1.258, -0.787, 1.796], [2.832, 3.836, -0.984], [2.284, 4.978, 1.009], [1.046, 3.721, 2.856], [-0.617, 1.801, 2.251], [-2.052, -0.075, -0.692], [-4.334, -1.006, 0.148], [-6.098, 0.527, 0.597], [-5.848, 2.953, 0.415], [-3.742, 3.788, -0.841], [-1.031, 4.191, 1.568], [-0.557, 2.139, -1.074], [0.588, 2.076, -1.903], [-2.445, -6.311, 1.682], [-1.680, -5.099, 0.459], [-0.314, -5.137, 0.338], [0.355, -4.166, -0.446], [-0.391, -3.244, -1.114], [-1.791, -3.318, -1.132], [-2.455, -4.264, -0.316], [0.306, -2.029, -1.684], [1.576, -2.026, -1.817], [-0.396, -0.951, -1.960], [0.199, -5.900, 0.832], [1.398, -4.187, -0.381], [-2.379, -2.615, -1.722], [-3.495, -4.391, -0.394]], "homo_ha": -0.277, "max_force_ev_per_a": 4.06, "energy_ev": -182434.6820, "total_charge": 0}

Entry 8:
{"formula": "C31H32CdN7O4Se", "method": "ωB97M-V/def2-TZVPD", "symbols": ["Cd", "C", "C", "C", "C", "C", "C", "C", "N", "N", "C", "C", "C", "C", "C", "C", "N", "C", "C", "C", "C", "C", "C", "N", "H", "H", "H", "H", "H", "H", "H", "H", "H", "H", "H", "H", "H", "H", "H", "H", "H", "H", "H", "H", "O", "C", "C", "C", "C", "C", "C", "C", "O", "N", "O", "O", "H", "H", "H", "H", "C", "N", "C", "C", "N", "C", "C", "Se", "H", "H", "H", "H", "H", "H", "H", "H"], "positions_angstrom": [[-0.051, -0.328, -0.244], [0.444, 2.391, -2.001], [-1.091, 2.411, -1.928], [-1.711, 1.205, -2.584], [-2.576, 1.338, -3.660], [-3.065, 0.201, -4.285], [-2.662, -1.042, -3.831], [-1.801, -1.095, -2.751], [-1.350, -0.002, -2.133], [1.106, 1.729, -0.861], [2.463, 1.316, -1.232], [3.116, 0.425, -0.199], [4.484, 0.194, -0.250], [5.050, -0.678, 0.663], [4.237, -1.273, 1.615], [2.888, -0.974, 1.603], [2.331, -0.151, 0.711], [1.121, 2.588, 0.327], [-0.049, 2.423, 1.275], [-0.371, 3.457, 2.146], [-1.367, 3.262, 3.085], [-2.021, 2.040, 3.129], [-1.663, 1.069, 2.215], [-0.701, 1.261, 1.305], [0.820, 3.418, -2.089], [0.743, 1.864, -2.908], [-1.451, 3.304, -2.438], [-1.431, 2.487, -0.894], [-2.852, 2.324, -4.009], [-3.742, 0.289, -5.124], [-3.007, -1.955, -4.293], [-1.451, -2.042, -2.358], [3.107, 2.183, -1.428], [2.388, 0.741, -2.158], [5.089, 0.688, -1.000], [6.111, -0.889, 0.635], [4.637, -1.957, 2.351], [2.215, -1.405, 2.334], [1.200, 3.643, 0.041], [2.013, 2.355, 0.910], [0.162, 4.396, 2.085], [-1.629, 4.054, 3.775], [-2.798, 1.839, 3.854], [-2.156, 0.105, 2.177], [-0.172, -2.263, 0.936], [0.611, -3.213, 0.827], [1.656, -3.423, -0.132], [2.524, -4.491, 0.149], [3.617, -4.721, -0.635], [3.882, -3.917, -1.758], [3.042, -2.891, -2.069], [1.891, -2.585, -1.278], [1.138, -1.614, -1.618], [4.528, -5.809, -0.298], [5.493, -5.976, -1.017], [4.268, -6.486, 0.679], [0.533, -4.007, 1.588], [2.344, -5.129, 1.005], [4.753, -4.135, -2.361], [3.220, -2.269, -2.937], [-4.681, -3.205, 2.408], [-5.233, -1.870, 2.258], [-6.226, -1.315, 3.042], [-6.433, -0.062, 2.594], [-5.562, 0.138, 1.538], [-5.466, 1.340, 0.731], [-4.817, -0.973, 1.337], [-3.521, -1.216, 0.049], [-5.394, -3.815, 2.957], [-3.734, -3.167, 2.943], [-4.510, -3.629, 1.422], [-6.701, -1.866, 3.834], [-7.127, 0.694, 2.912], [-6.321, 1.974, 0.951], [-5.464, 1.067, -0.322], [-4.543, 1.876, 0.952]], "homo_ha": -0.365, "max_force_ev_per_a": 0.16, "energy_ev": -121192.2783, "de_lowest_kcal_mol": 3.0, "total_charge": 1}

Entry 9:
{"formula": "C2H2IN3S", "method": "ωB97M-V/def2-TZVPD", "symbols": ["C", "C", "N", "N", "N", "S", "I", "H", "H"], "positions_angstrom": [[-1.906, 0.829, 0.113], [-0.158, -0.725, -0.315], [-0.721, 1.427, 0.172], [0.171, 0.459, -0.083], [2.440, -1.447, -0.275], [-1.879, -0.788, -0.265], [2.627, 0.499, -0.167], [-2.850, 1.369, 0.113], [2.276, -1.623, 0.706]], "homo_ha": [-0.334, -0.332], "max_force_ev_per_a": 2.62, "energy_ev": -25506.3915, "de_lowest_kcal_mol": 127.4, "total_charge": 0}